Molecular formula: C4H7IN2
Method: DFT, wB97M-V/def2-TZVPD

Properties
E_LUMO ... -0.0292 Ha
Energy above the lowest of the compared OMol25 structures with the same formula, charge and spin ... 67.9 kcal/mol

Each line ends with the natural charge from an NBO analysis.
Geometry (Å):
C (-1.33024, 1.21881, -1.47343)  -0.529
C (-0.71742, 0.00711, -1.61850)  0.003
C (1.13338, -0.06400, 1.31338)  0.139
C (-0.17988, -0.41962, 0.72567)  -0.312
N (1.40523, -0.47212, 2.47803)  -0.620
N (-0.08823, -0.80197, -0.67782)  -0.570
I (1.22367, -2.37013, -1.17185)  0.336
H (-1.89745, 1.71730, -2.21546)  0.216
H (-1.43795, 1.71841, -0.39457)  0.175
H (-0.62924, -0.29666, -2.59333)  0.197
H (1.86191, 0.53282, 0.58232)  0.156
H (-0.61918, -1.23230, 1.28016)  0.224
H (-0.86412, 0.54455, 0.84177)  0.245
H (2.13952, -0.08221, 2.92363)  0.341

Molecular formula: C7H17N2O2PS
Method: DFT, wB97M-V/def2-TZVPD

Properties
E_LUMO ... 0.0248 Ha
Energy above the lowest of the compared OMol25 structures with the same formula, charge and spin ... 24.5 kcal/mol

Each line ends with the natural charge from an NBO analysis.
Geometry (Å):
C (-2.01410, -0.00967, -1.24875)  -0.062
C (-1.70126, -0.05565, 1.21137)  -0.066
C (-2.19656, -0.86419, -0.01170)  -0.137
C (-1.29528, -2.12381, -0.16919)  -0.615
C (-3.63646, -1.32160, 0.14743)  -0.618
C (3.50635, -0.93115, 0.91972)  -0.477
C (3.98625, 2.24003, -0.77066)  -0.460
N (3.29674, 0.24008, 0.08983)  -0.175
N (4.27659, 1.08676, 0.04228)  -0.155
O (-0.68116, 0.40578, -1.41524)  -0.825
O (-0.32480, 0.26145, 1.06670)  -0.829
P (0.19724, 1.18586, -0.16867)  1.359
S (-1.03110, 3.06714, 0.06739)  -0.422
H (-2.52620, -0.56286, -2.17076)  0.203
H (-2.63441, 0.96554, -0.96380)  0.182
H (-2.38483, 0.95136, 1.31922)  0.178
H (-1.94799, -0.53172, 2.22753)  0.211
H (-1.66728, -2.56210, -1.10072)  0.210
H (-1.22094, -2.76503, 0.66187)  0.211
H (-0.26442, -1.80074, -0.22976)  0.223
H (-4.14776, -1.61965, -0.82162)  0.220
H (-4.33573, -0.55599, 0.63731)  0.218
H (-3.62223, -2.25522, 0.71821)  0.221
H (2.86781, -0.96278, 1.80474)  0.220
H (3.32903, -1.93963, 0.38374)  0.220
H (4.52642, -0.80812, 1.33605)  0.201
H (4.90021, 2.69642, -1.23413)  0.207
H (3.34326, 1.92649, -1.62334)  0.206
H (3.58162, 2.90679, -0.08775)  0.217
H (-0.17899, 3.73621, -0.61726)  0.130

Molecular formula: C18H30F14K2NO22P2S2
Method: DFT, wB97M-V/def2-TZVPD

Properties
E_LUMO (alpha / beta) ... -0.0698 / -0.2946 Ha
Spin multiplicity ... 2

Each line ends with the Löwdin spin population.
Geometry (Å):
K (-1.17713, 2.96469, -1.15941)  0.000
K (-1.34793, 0.16043, -4.42674)  0.000
N (-0.97436, 0.09738, -1.70307)  0.000
S (0.34131, -0.36204, -1.07311)  0.000
O (0.66176, -1.72821, -0.69005)  0.000
O (0.91469, 0.77040, -0.35358)  0.000
F (1.17950, -0.20460, -2.46890)  0.000
S (-1.92530, -0.80732, -0.54331)  0.000
O (-1.78945, -0.66164, 0.91128)  0.000
O (-2.42530, -2.07427, -1.05015)  0.000
F (-3.16968, 0.18842, -0.80320)  0.001
P (-4.83138, -1.91038, -4.71477)  0.000
F (-5.36587, -3.44471, -4.54167)  0.000
F (-3.69834, -2.52512, -5.66613)  0.000
F (-5.82871, -1.73756, -5.99374)  0.000
F (-4.23700, -0.38164, -4.93934)  0.000
F (-6.05158, -1.39838, -3.73453)  0.001
F (-3.85124, -2.03126, -3.40074)  0.000
P (-7.28011, -0.46154, 0.10214)  -0.040
F (-6.34775, -1.37054, 1.06297)  -0.005
F (-7.29577, 0.77377, 1.16946)  0.409
F (-5.87179, 0.33788, -0.27989)  0.426
F (-8.08164, 0.52345, -0.88276)  -0.006
F (-7.29943, -1.62785, -1.03002)  0.086
F (-8.68696, -1.06449, 0.74252)  0.128
C (-3.49222, 0.52124, 3.37139)  0.000
C (-4.54401, -0.52282, 3.17579)  0.000
O (-4.51750, -1.26248, 4.35958)  0.000
C (-3.25747, -1.11103, 4.86706)  0.000
O (-2.81905, -1.71525, 5.82701)  0.000
O (-2.68582, -0.06475, 4.31669)  0.000
H (-3.94947, 1.47299, 3.64194)  0.000
H (-2.90931, 0.80819, 2.49619)  0.000
H (-4.41699, -1.13885, 2.28558)  0.000
H (-5.45192, 0.07759, 3.11843)  0.000
C (4.52864, 0.57987, -0.68449)  0.000
C (4.16009, -0.80932, -1.20072)  0.000
O (4.93845, -0.83130, -2.42331)  0.000
C (6.01194, -0.06137, -2.23890)  0.000
O (7.03266, -0.12796, -2.83630)  0.000
O (5.82470, 0.71358, -1.18547)  0.000
H (4.32876, 0.56866, 0.38697)  0.000
H (3.86769, 1.33742, -1.10563)  0.000
H (3.10924, -1.06075, -1.34427)  0.000
H (4.59531, -1.58566, -0.57145)  0.000
C (0.43755, -6.41152, -1.12067)  0.000
C (0.25043, -4.91868, -1.31573)  0.000
O (-1.12809, -4.81181, -1.65484)  0.000
C (-1.79405, -5.89321, -1.32794)  0.000
O (-3.01186, -5.95385, -1.35980)  0.000
O (-0.91603, -6.86804, -0.95774)  0.000
H (0.96349, -6.75632, -0.23039)  0.000
H (0.83863, -6.90765, -2.00445)  0.000
H (0.92434, -4.66963, -2.13544)  0.000
H (0.49294, -4.38037, -0.39948)  0.000
C (2.98981, 5.07625, -1.78971)  0.000
O (3.32114, 3.76759, -2.34757)  0.000
C (2.62695, 3.13686, -3.29133)  0.000
O (1.63847, 3.51200, -3.89408)  0.000
O (3.23283, 2.02606, -3.59357)  0.000
C (2.80764, 1.23849, -4.73147)  0.000
H (2.95442, 5.83731, -2.56922)  0.000
H (3.72402, 5.32735, -1.02422)  0.000
H (1.95746, 5.03407, -1.44244)  0.000
H (3.52494, 1.32706, -5.54739)  0.000
H (1.85516, 1.61521, -5.10425)  0.000
H (2.67088, 0.22263, -4.36077)  0.000
C (4.81718, -0.97601, 3.59235)  0.000
O (3.67559, -0.49409, 2.95608)  0.000
C (2.43007, -0.65732, 3.53113)  0.000
O (2.20661, -1.43940, 4.46307)  0.000
O (1.50991, 0.02842, 2.78183)  0.000
C (0.13752, -0.10104, 3.24055)  0.000
H (4.70867, -2.01521, 3.90283)  0.000
H (5.01081, -0.34854, 4.46234)  0.000
H (5.61186, -0.88919, 2.85137)  0.000
H (-0.49909, 0.76074, 3.04014)  0.000
H (0.02432, -0.20799, 4.31937)  0.000
H (-0.30521, -0.96413, 2.74339)  0.000
C (3.32516, 2.72339, 1.78268)  0.000
O (2.65771, 3.74564, 2.44351)  0.000
C (1.38391, 3.95315, 2.02316)  0.000
O (0.84125, 3.43819, 1.06625)  0.000
O (0.65929, 4.85851, 2.78524)  0.000
C (1.13260, 5.61264, 3.91304)  0.000
H (3.70521, 3.03582, 0.81003)  0.000
H (2.67290, 1.88338, 1.54384)  0.000
H (4.17154, 2.39949, 2.38833)  0.000
H (1.97170, 6.24647, 3.62619)  0.000
H (1.51361, 4.91653, 4.66028)  0.000
H (0.36182, 6.12773, 4.48634)  0.000

Molecular formula: C27H40FN7O3Ti
Method: DFT, wB97M-V/def2-TZVPD

Properties
E_LUMO (alpha / beta) ... -0.1578 / -0.1618 Ha
Charge ... +2
Energy above the lowest of the compared OMol25 structures with the same formula, charge and spin ... 0.4 kcal/mol
Spin multiplicity ... 3

Each line ends with the Löwdin spin population.
Geometry (Å):
Ti (0.17590, 1.34683, -0.65667)  1.034
N (-1.25176, 2.73491, -1.64158)  0.009
C (-1.85995, 3.71527, -0.70251)  0.004
C (-0.90926, 4.85025, -0.35263)  0.001
C (0.49843, 4.43209, 0.09058)  0.003
C (1.50287, 4.21492, -1.05314)  0.001
N (1.81327, 2.77309, -1.25970)  0.002
H (-0.96015, 3.21297, -2.49112)  0.000
H (-1.96578, 2.07498, -1.94655)  0.003
H (-2.12709, 3.15959, 0.19749)  0.000
H (-2.77827, 4.12892, -1.12231)  0.000
H (-1.38392, 5.42586, 0.44294)  0.000
H (-0.82154, 5.53642, -1.20031)  0.000
H (0.45739, 3.53202, 0.72667)  0.002
H (0.89385, 5.19816, 0.75735)  0.000
H (2.42508, 4.76137, -0.86009)  0.000
H (1.09851, 4.60781, -1.98583)  0.000
H (2.58782, 2.50323, -0.65637)  0.001
H (2.16913, 2.63029, -2.20241)  0.000
F (-3.31256, 1.39830, 5.10433)  -0.006
C (-3.23877, 0.39551, 4.18879)  0.015
C (-2.49251, 0.60263, 3.05118)  0.103
C (-2.43203, -0.39765, 2.06836)  0.008
C (-1.66161, -0.24901, 0.88806)  0.244
O (-0.94732, 0.87999, 0.71617)  0.028
C (-1.59271, -1.33049, -0.03850)  0.030
C (-2.29386, -2.46530, 0.22212)  0.128
N (-3.09722, -2.60776, 1.31491)  0.103
C (-3.80166, -3.84774, 1.52440)  0.007
C (-4.49944, -4.48612, 0.36578)  0.000
C (-5.30159, -3.84538, 1.45963)  0.002
C (-3.15188, -1.60592, 2.29286)  0.036
C (-3.85361, -1.79010, 3.46895)  0.025
C (-3.91588, -0.78380, 4.44712)  0.103
N (-4.64640, -0.99876, 5.63735)  0.023
C (-4.12479, -0.66184, 6.93701)  0.005
C (-4.84383, 0.53034, 7.55590)  0.000
N (-6.32786, 0.25326, 7.54467)  0.000
C (-6.83973, -0.04770, 6.15883)  0.002
C (-6.06502, -1.24057, 5.60894)  0.004
C (-0.80940, -1.28316, -1.32015)  0.004
O (-0.48068, -2.29314, -1.90207)  0.009
O (-0.54284, -0.06230, -1.74282)  0.018
H (-1.96203, 1.53434, 2.92097)  0.007
H (-2.25180, -3.30255, -0.45848)  0.007
H (-3.33173, -4.50073, 2.25267)  0.003
H (-4.47028, -5.56385, 0.30406)  0.000
H (-4.47105, -3.97424, -0.58577)  0.000
H (-5.84038, -4.47846, 2.15049)  0.000
H (-5.77242, -2.90009, 1.22521)  0.000
H (-4.35341, -2.72717, 3.66691)  0.001
H (-3.06359, -0.43584, 6.87026)  0.000
H (-4.22894, -1.52466, 7.61193)  0.001
H (-4.69087, 1.43324, 6.97008)  0.000
H (-4.54894, 0.69951, 8.59017)  0.000
H (-6.83172, 1.04806, 7.93853)  0.000
H (-6.52397, -0.54716, 8.15147)  0.000
H (-6.66640, 0.84600, 5.56112)  0.000
H (-7.90844, -0.24184, 6.23528)  0.000
H (-6.39196, -1.42870, 4.58830)  0.000
H (-6.31900, -2.13137, 6.20181)  0.000
N (1.89660, 0.10089, -0.16814)  0.010
C (2.13472, -1.03308, -0.32110)  0.008
N (2.39939, -2.28464, -0.47956)  0.003
C (2.79296, -2.77348, -1.82605)  0.001
C (3.84919, -3.86469, -1.68691)  0.000
C (3.57527, -4.77031, -0.47045)  0.000
C (2.11836, -4.67457, -0.02713)  0.000
C (1.81132, -3.26970, 0.47055)  0.001
H (3.16640, -1.92419, -2.39479)  0.000
H (1.88844, -3.13196, -2.31780)  0.000
H (4.83980, -3.41792, -1.60473)  0.000
H (3.83900, -4.44609, -2.60964)  0.000
H (4.21333, -4.47237, 0.36516)  0.000
H (3.83268, -5.80189, -0.70401)  0.000
H (1.91441, -5.37063, 0.78661)  0.000
H (1.44658, -4.93696, -0.84699)  0.000
H (2.27092, -3.10262, 1.44543)  0.000
H (0.73578, -3.09657, 0.54072)  0.001